A:
Here is one molecule with the formula C11H11NO from the OMol25 dataset. Energies are from ωB97M-V with the def2-TZVPD basis set.

ORCA input file:
```
! wB97M-V def2-TZVPD RIJCOSX def2/J DEFGRID3
* xyz 0 1
C 0.3960 1.0954 2.3449
C 0.9390 0.1783 1.2118
C 2.1851 -0.4944 1.3362
C 2.7986 -1.1626 0.3180
C 2.0202 -1.3500 -0.8405
C 0.8189 -0.7475 -0.9597
C 0.0304 -1.0699 -2.3231
C 0.2806 0.0992 -0.0106
C -1.0675 0.7114 -0.1838
C -2.8845 1.6763 -0.7186
C -3.2015 0.5401 0.0189
H 0.0942 0.3576 3.0711
H 1.2209 1.7525 2.7107
H -0.3966 1.6020 1.9809
H 2.5696 -0.3147 2.2773
H 3.6722 -1.7715 0.4900
H 2.4904 -1.8131 -1.6522
H -0.2228 -2.1904 -2.4622
H 0.4419 -0.7218 -3.2344
H -0.9761 -0.5893 -2.0957
H -3.4855 2.3234 -1.2082
H -4.1746 0.1742 0.4595
N -1.4741 1.7765 -0.8366
O -2.0749 -0.0615 0.3062
*
```

- HOMO energy (eV) = -9.05
- SMILES = Cc1cccc(C)c1-c1ncco1

Atom charges from the Mulliken analysis, given in e for atoms 1 to 5: -1.638, 0.622, -0.594, -0.889, -0.375


B:
Here is C11H11NO as an isolated structure from the OMol25 dataset. Energies are from ωB97M-V with the def2-TZVPD basis set.

ORCA input file:
```
! wB97M-V def2-TZVPD RIJCOSX def2/J DEFGRID3
* xyz 0 1
C 2.6897 -2.9105 0.3251
C 0.5258 -1.7140 0.0324
C -0.7556 -1.5678 0.5380
C -1.5171 -0.3891 0.3352
C -2.9571 -0.1990 0.4879
C -0.7574 0.7586 -0.1374
C -1.2682 1.9607 -0.2631
C -0.4551 2.9918 -0.6315
C 0.9415 2.8946 -0.7482
C 1.4247 1.5525 -0.8596
C 0.4931 0.4527 -0.6048
H 3.2072 -1.7963 0.7806
H 3.2973 -3.4290 -0.8654
H 2.9905 -3.7757 1.4773
H -1.3589 -2.3916 1.0038
H -3.5291 -1.0478 0.7103
H -3.2720 0.1686 -0.5183
H -3.0524 0.4158 1.4580
H -2.2724 2.1636 -0.0354
H -0.6988 4.0629 -0.4133
H 1.4744 3.7946 -0.7499
H 2.4327 1.6167 -1.1283
N 1.1326 -0.7002 -0.4907
O 1.2845 -2.9121 0.2975
*
```

- HOMO energy (eV) = -8.38

Atom charges from the Mulliken analysis, given in e for atoms 1 to 5: -0.606, 0.512, -0.726, 0.971, -1.708


According to the calculations, the structures order from most to least stable as A, B.


A:
Here is one molecule with the formula C22H29N3O4S from the OMol25 dataset. Energies are from ωB97M-V with the def2-TZVPD basis set.

ORCA input file:
```
! wB97M-V def2-TZVPD RIJCOSX def2/J DEFGRID3
* xyz 0 1
C -6.0603 -0.5518 -0.9492
H -6.9968 -0.1150 -1.2902
O -5.8663 -0.1032 0.3657
C -4.7016 -0.6188 0.9718
C -4.4023 0.2331 2.2015
H -3.7205 -0.2991 2.8674
H -5.3413 0.4076 2.7265
C -3.7910 1.5779 1.7916
N -2.3812 1.4680 1.4974
C -1.8642 1.4269 0.2456
O -2.5547 1.5066 -0.7576
C -0.3894 1.2909 0.1911
C 0.3146 1.8892 -0.8521
C 1.6834 1.7989 -0.9235
C 2.4325 1.0564 0.0121
C 1.6943 0.3349 0.9820
C 0.3247 0.5016 1.0867
H -0.1960 -0.0666 1.8479
N 2.3236 -0.6859 1.7384
S 2.4934 -2.1544 0.8847
O 2.3951 -3.1778 1.8849
O 3.6859 -2.0949 0.0937
C 1.0713 -2.1449 -0.1905
C -0.1596 -2.5268 0.3037
C -1.2920 -2.3001 -0.4583
C -1.2000 -1.6714 -1.6969
C 0.0578 -1.3303 -2.1870
C 1.1944 -1.5632 -1.4372
H 2.1775 -1.2975 -1.7905
H 0.1393 -0.8563 -3.1533
C -2.4283 -1.3112 -2.4651
H -2.7087 -0.2898 -2.1973
H -3.2560 -1.9736 -2.2239
H -2.2457 -1.3389 -3.5361
H -2.2603 -2.5910 -0.0779
H -0.2123 -2.9938 1.2754
H 1.8200 -0.9091 2.5863
N 3.7821 1.0437 -0.0355
C 4.5383 1.5877 -1.1448
H 4.1951 1.1663 -2.0936
H 4.4336 2.6814 -1.1879
C 5.9802 1.2034 -0.8278
H 6.7003 1.8727 -1.2944
H 6.1724 0.1828 -1.1577
C 5.9990 1.2616 0.6954
H 6.0399 2.2991 1.0321
H 6.8334 0.7173 1.1308
C 4.6538 0.6339 1.0507
H 4.7335 -0.4561 1.0804
H 4.2593 0.9849 2.0065
H 2.1965 2.3125 -1.7195
H -0.2365 2.4518 -1.5897
H -1.7510 1.3962 2.2793
H -3.9251 2.3139 2.5894
H -4.2884 1.9340 0.8872
H -3.8560 -0.5719 0.2722
H -4.8619 -1.6729 1.2542
H -5.2437 -0.2222 -1.6021
H -6.1338 -1.6465 -0.9930
*
```

- HOMO energy (eV) = -7.69
- SMILES = COCCCNC(=O)c1ccc(N2CCCC2)c(NS(=O)(=O)c2ccc(C)cc2)c1

Atom charges from the Mulliken analysis, given in e for atoms 1 to 5: -0.639, 0.280, -0.405, 0.335, -0.769


B:
Here is one molecule with the formula C22H29N3O4S from the OMol25 dataset. Energies are from ωB97M-V with the def2-TZVPD basis set.

ORCA input file:
```
! wB97M-V def2-TZVPD RIJCOSX def2/J DEFGRID3
* xyz 0 1
C -0.8813 -5.1098 4.5372
H -1.5699 -4.5887 5.2013
H -0.0117 -5.4447 5.1131
O -0.5256 -4.1738 3.5526
C 0.3223 -4.5679 2.5471
C 0.8776 -5.8326 2.4609
C 1.6958 -6.1778 1.3942
C 1.9660 -5.2510 0.4102
C 1.4295 -3.9767 0.4952
C 0.6054 -3.6040 1.5518
N -0.0078 -2.3530 1.6236
C 0.2503 -1.5191 2.7833
C -0.9257 -0.5645 2.9683
N -1.0870 0.2457 1.7760
C -0.8086 1.5538 1.8274
O -0.5408 2.1412 2.8654
C -0.9718 2.3642 0.5393
N 0.1226 2.1574 -0.3855
S 1.6421 2.1175 0.3282
O 2.5997 2.1934 -0.7362
O 1.6957 0.9583 1.1661
C 1.7873 3.5937 1.3605
H 2.8150 3.6335 1.6959
H 1.1126 3.4794 2.2013
H 1.5513 4.4580 0.7537
C 0.0321 2.9252 -1.6095
H -0.3546 3.9362 -1.4158
H 1.0482 3.0034 -1.9975
C -0.8493 2.2248 -2.6529
C -0.8063 2.9856 -3.9479
C -1.8124 3.8817 -4.2821
C -1.7505 4.6036 -5.4617
C -0.6772 4.4394 -6.3196
C 0.3335 3.5507 -5.9923
C 0.2695 2.8301 -4.8136
H 1.0588 2.1381 -4.5584
H 1.1733 3.4188 -6.6584
H -0.6285 5.0012 -7.2405
H -2.5421 5.2951 -5.7110
H -2.6544 4.0128 -3.6168
H -1.8775 2.1644 -2.2906
H -0.4691 1.2119 -2.7952
H -1.9118 2.0967 0.0476
H -1.0381 3.4215 0.8404
C -1.2535 -0.5541 0.5858
H -1.3016 0.0735 -0.3005
C -0.0867 -1.5411 0.4297
H -0.2868 -2.1813 -0.4316
H 0.8331 -0.9628 0.2620
H -2.1868 -1.1208 0.6903
H -0.7530 0.1058 3.8100
H -1.8443 -1.1383 3.1255
H 0.3612 -2.1430 3.6668
H 1.1618 -0.9227 2.6305
H 1.6729 -3.2537 -0.2669
H 2.6036 -5.5082 -0.4222
H 2.1119 -7.1724 1.3439
H 0.6683 -6.5740 3.2159
H -1.3865 -5.9802 4.1053
*
```

- HOMO energy (eV) = -7.58
- SMILES = COc1ccccc1N1CCN(C(=O)CN(CCc2ccccc2)S(C)(=O)=O)CC1

Atom charges from the Mulliken analysis, given in e for atoms 1 to 5: -1.015, 0.240, 0.392, -0.368, 0.595


According to the calculations, the structures order from most to least stable as A, B.


A:
Here is a 10-piece molecular cluster, C33H56Cl2O27 overall from the OMol25 dataset. Energies are from ωB97M-V with the def2-TZVPD basis set.

ORCA input file:
```
! wB97M-V def2-TZVPD RIJCOSX def2/J DEFGRID3
* xyz 0 1
Cl -2.1329 -2.3619 -0.4176
C -0.6457 -1.5874 -1.1201
C -0.4876 -0.1663 -0.5229
Cl -0.1318 -0.2655 1.2293
H -0.6690 -1.7975 -2.1894
H 0.1642 -2.2705 -0.8644
H -1.4110 0.3335 -0.8157
H 0.3401 0.3338 -1.0256
C -5.7487 -5.5802 -3.2672
C -4.7946 -6.7492 -3.4793
O -3.8472 -6.3400 -4.4735
C -3.9641 -4.9970 -4.5334
O -3.2856 -4.2893 -5.2906
O -5.0013 -4.5294 -3.8042
H -5.8002 -5.4020 -2.1931
H -6.6448 -5.7294 -3.8695
H -5.4253 -7.5869 -3.7769
H -4.3746 -7.0676 -2.5252
C 0.1522 2.8434 -6.7782
C 0.2007 3.6879 -5.4890
O 0.5273 4.9525 -6.0284
C 0.7498 5.0323 -7.3928
O 1.2535 5.9622 -8.0352
O 0.4780 3.7099 -7.8799
H -0.7803 2.3008 -6.9339
H 0.8160 2.0246 -6.5008
H 0.9300 3.2543 -4.8047
H -0.7672 3.5138 -5.0188
C 1.2955 2.2859 6.1572
C -0.1640 2.1887 6.2402
O -0.3522 0.9733 6.9787
C 0.7771 0.4959 7.3735
O 0.9175 -0.3826 8.2108
O 1.7729 1.1412 6.7846
H 1.6341 3.2134 6.6189
H 1.6947 2.2184 5.1453
H -0.5361 2.2198 5.2162
H -0.5239 3.0292 6.8336
C 6.6131 -1.6532 -6.3439
C 5.7057 -1.3164 -7.5434
O 4.5132 -1.0768 -6.9337
C 4.5626 -1.2771 -5.5444
O 3.6271 -1.2106 -4.8071
O 5.8376 -1.7185 -5.2205
H 7.4225 -0.9259 -6.2817
H 7.2005 -2.5492 -6.5445
H 5.6986 -2.1763 -8.2133
H 6.0888 -0.4950 -8.1489
C 0.7109 8.6895 -1.6679
C 1.8490 7.6995 -1.3392
O 1.2095 6.4178 -1.4431
C -0.1104 6.5888 -1.5633
O -0.9613 5.6815 -1.6767
O -0.4314 7.8877 -1.6188
H 0.7702 8.9891 -2.7142
H 0.6444 9.5605 -1.0160
H 2.2117 7.9968 -0.3552
H 2.6714 7.8122 -2.0458
C -7.6493 -8.4034 6.6437
C -6.8811 -7.1043 6.4225
O -6.0906 -7.1793 5.2565
C -4.9255 -7.8988 5.2503
O -4.5043 -8.5348 6.1930
O -4.2456 -7.7216 4.0753
C -4.5076 -6.8270 2.9989
H -8.1595 -8.3045 7.6018
H -6.9852 -9.2678 6.6387
H -8.2244 -8.5473 5.7290
H -6.2301 -7.0188 7.2926
H -7.5954 -6.2821 6.3782
H -4.0104 -7.2262 2.1148
H -4.1726 -5.8088 3.1965
H -5.5786 -6.8437 2.7970
C 11.2212 1.5285 -1.8604
C 9.7564 1.7838 -1.5639
O 9.2907 0.7439 -0.7620
C 7.9755 0.4835 -0.5902
O 7.5927 -0.6103 -0.1960
O 7.1948 1.3857 -1.0763
C 5.7854 1.2073 -1.0873
H 11.5687 2.2043 -2.6418
H 11.3663 0.4761 -2.1043
H 11.8714 1.8211 -1.0360
H 9.0465 1.8061 -2.3907
H 9.6674 2.7639 -1.0953
H 5.3811 1.6921 -1.9759
H 5.3390 1.6412 -0.1926
H 5.4820 0.1604 -1.0953
C -6.0281 3.8885 0.3439
C -6.3207 5.1744 -0.4292
O -5.7135 6.2500 0.3361
C -5.8631 7.5286 -0.1211
O -6.3490 7.9055 -1.1824
O -5.4462 8.2781 0.8709
C -5.8080 9.5980 0.9543
H -6.4239 3.0355 -0.2073
H -6.2985 3.9224 1.3993
H -4.9500 3.7607 0.4416
H -7.4042 5.1732 -0.5482
H -5.7614 5.0759 -1.3596
H -6.6145 9.8403 0.2622
H -4.8542 10.0116 0.6266
H -6.0567 9.8864 1.9756
C 3.4192 -2.5036 3.8671
C 2.8865 -3.4337 2.7784
O 1.6873 -4.1583 3.2434
C 1.9491 -5.0097 4.2838
O 3.0460 -5.4759 4.5412
O 0.7820 -5.4363 4.8287
C -0.2274 -4.4779 5.1195
H 2.5984 -2.0886 4.4520
H 4.0295 -1.7013 3.4523
H 4.0523 -3.1404 4.4848
H 3.6823 -4.1162 2.4800
H 2.5374 -2.8492 1.9272
H 0.2883 -3.5653 5.4185
H -0.9202 -4.7117 5.9279
H -0.7470 -4.3167 4.1750
*
```

- HOMO energy (eV) = -10.39
- SMILES = CCOC(=O)OC.CCOC(=O)OC.CCOC(=O)OC.CCOC(=O)OC.O=C1OCCO1.O=C1OCCO1.O=C1OCCO1.O=C1OCCO1.O=C1OCCO1.ClCCCl

Atom charges from the Mulliken analysis, given in e for atoms 1 to 5: -0.201, -0.480, -0.403, -0.137, 0.362


B:
Here is C33H56Cl2O27 as an isolated structure from the OMol25 dataset. Energies are from ωB97M-V with the def2-TZVPD basis set.

ORCA input file:
```
! wB97M-V def2-TZVPD RIJCOSX def2/J DEFGRID3
* xyz 0 1
Cl 8.6872 -25.5153 9.3916
C 7.2506 -24.5702 10.1173
C 7.4928 -23.0441 9.8458
Cl 6.1534 -22.1078 10.5140
H 7.1417 -24.8861 11.1549
H 6.3468 -24.8829 9.5943
H 7.5047 -22.7933 8.7851
H 8.3554 -22.7343 10.4357
C 1.0500 -20.4568 9.7712
C 1.5671 -20.5972 11.2977
O 2.9431 -20.6506 11.1986
C 3.3298 -20.8917 9.8840
O 4.4770 -21.1580 9.5025
O 2.2265 -20.8380 9.0754
H 0.9993 -19.3694 9.7156
H 0.1994 -20.9954 9.3534
H 1.2065 -21.5142 11.7638
H 1.3031 -19.7902 11.9811
C 6.8226 -20.5601 12.0430
C 6.8575 -19.0286 12.1741
O 8.2766 -18.9147 12.1621
C 8.8812 -19.9325 12.6152
O 10.0291 -19.8949 13.0754
O 7.9997 -21.0488 12.6318
H 6.8961 -20.8354 10.9909
H 5.9125 -21.0070 12.4431
H 6.3111 -18.7393 13.0718
H 6.4601 -18.5126 11.3000
C 7.3831 -15.1773 5.1842
C 7.7182 -16.6587 5.3842
O 7.1762 -17.2235 4.2133
C 6.4382 -16.2717 3.4693
O 5.8338 -16.4537 2.4328
O 6.4412 -15.1373 4.1748
H 8.2027 -14.5387 4.8545
H 6.9481 -14.7150 6.0703
H 7.4238 -17.2455 6.2543
H 8.8017 -16.7613 5.4435
C 7.7867 -20.9178 3.9693
C 7.5517 -19.4078 3.6889
O 6.6393 -19.2857 2.6520
C 6.4653 -20.4668 2.1005
O 5.8314 -20.6053 1.1166
O 7.1278 -21.4332 2.8054
H 7.4156 -21.1613 4.9648
H 8.8185 -21.2667 4.0132
H 8.4981 -18.9437 3.4112
H 7.3968 -18.8773 4.6283
C 6.3587 -21.3125 7.6451
C 6.1047 -20.2394 8.7266
O 6.6556 -19.0684 8.1408
C 7.3392 -19.3204 7.0470
O 7.9321 -18.4436 6.4608
O 7.1244 -20.6520 6.6713
H 5.3932 -21.6298 7.2511
H 6.7878 -22.2292 8.0496
H 6.5479 -20.4941 9.6893
H 5.0869 -19.8699 8.8515
C 10.8363 -20.1996 5.7769
C 9.9035 -19.7722 6.9458
O 10.6573 -20.2355 8.1301
C 10.2553 -21.4007 8.7424
O 9.2126 -21.9832 8.6351
O 11.2140 -21.6700 9.6844
C 10.8580 -22.6694 10.7201
H 10.4636 -19.8291 4.8220
H 10.8955 -21.2870 5.8231
H 11.8103 -19.7533 5.9777
H 8.8713 -20.0953 6.8104
H 9.9971 -18.6897 7.0331
H 11.1189 -23.6949 10.4586
H 9.9082 -22.4662 11.2148
H 11.6304 -22.6296 11.4881
C 4.9893 -21.5255 3.8842
C 5.1478 -21.8162 5.3729
O 3.9240 -21.5157 6.0870
C 3.6312 -20.2706 6.2850
O 4.3981 -19.2592 6.0787
O 2.4407 -20.2075 6.7857
C 1.8597 -18.9494 7.1789
H 5.9421 -21.8407 3.4588
H 4.9382 -20.4588 3.6658
H 4.2390 -22.1155 3.3579
H 6.0638 -21.3394 5.7216
H 5.3050 -22.8674 5.6145
H 0.9747 -19.1578 7.7803
H 1.6742 -18.2766 6.3417
H 2.5462 -18.4200 7.8396
C 10.2978 -13.1823 6.7640
C 9.2845 -13.4775 7.9092
O 8.4755 -14.5512 7.5865
C 7.5738 -15.0811 8.4545
O 7.1738 -14.5696 9.5167
O 7.2519 -16.3095 7.8775
C 6.0639 -16.9305 8.3472
H 9.7734 -12.9064 5.8491
H 10.8628 -14.1033 6.6207
H 10.9315 -12.3292 7.0065
H 8.7760 -12.5309 8.0921
H 9.8077 -13.7244 8.8330
H 5.7312 -17.8571 7.8796
H 5.2079 -16.2646 8.4566
H 6.2061 -17.1387 9.4077
C 9.0088 -22.5028 5.6336
C 8.7199 -23.0739 7.0174
O 8.2385 -24.4194 7.0148
C 6.9422 -24.6632 7.1157
O 6.0446 -23.8678 7.3155
O 6.7966 -25.9413 6.8880
C 5.4915 -26.6000 7.0293
H 9.3014 -21.4598 5.7553
H 8.1208 -22.5529 5.0034
H 9.8304 -22.9948 5.1130
H 7.9910 -22.4305 7.5101
H 9.6972 -23.0306 7.4982
H 5.4595 -27.4992 6.4141
H 4.5363 -26.0806 6.9518
H 5.5077 -26.9947 8.0451
*
```

- HOMO energy (eV) = -8.90

Atom charges from the Mulliken analysis, given in e for atoms 1 to 5: -0.216, -0.661, 0.961, -0.166, 0.547


According to the calculations, the structures order from most to least stable as A, B.